[1]
Formula: C20H26IN9OS2Sn
Source: the OMol25 dataset
Level of theory: the ωB97M-V functional and the def2-TZVPD basis

The net charge is +2. As for the HOMO-LUMO gap: 0.28538 Ha. As for the HOMO energy: -13.95 eV. The LUMO energy is -6.183 eV.

Last column: natural (NBO) charge in e.
Cartesian coordinates (Å):
Sn 0.1440 0.0981 0.1764  1.7504
C -2.4152 2.0105 -3.1020  -0.6923
C -1.6216 1.1332 -2.1967  0.2970
N -0.9085 1.5649 -1.2192  -0.3187
N -0.8652 2.9035 -1.0077  -0.4337
C -0.3216 3.2940 0.1172  0.3124
N -0.2523 4.6079 0.3401  -0.7559
S 0.3225 2.2651 1.3726  -0.1690
C -1.6005 -0.3291 -2.4298  0.1560
C -2.3492 -0.9129 -3.4413  -0.2067
C -2.2168 -2.2723 -3.6774  -0.1154
C -1.3180 -2.9996 -2.9163  -0.2202
C -0.6234 -2.3520 -1.9096  0.0666
N -0.7859 -1.0542 -1.6524  -0.4932
H -2.2446 3.0549 -2.8715  0.2756
H -2.1465 1.8184 -4.1415  0.2514
H -3.4805 1.7911 -2.9943  0.2506
H -0.6286 5.2427 -0.3463  0.4235
H 0.1426 4.9744 1.1883  0.4248
H -3.0147 -0.3126 -4.0423  0.2490
H -2.7931 -2.7494 -4.4582  0.2514
H -1.1516 -4.0526 -3.0913  0.2511
H 0.0962 -2.8856 -1.3012  0.2329
C 3.8164 -4.4121 -0.4914  -0.6146
C 3.4611 -4.2131 0.9728  -0.2263
N 3.2868 -2.8005 1.3095  -0.5518
C 2.1280 -2.1551 1.2323  0.3226
S 2.1330 -0.4441 1.6381  -0.1868
N 1.0368 -2.8282 0.9173  -0.4605
N -0.0678 -2.0427 0.8876  -0.3243
C -1.2091 -2.4919 1.2469  0.2892
C -1.4488 -3.8744 1.7422  -0.6903
C -2.3155 -1.5063 1.2041  0.1680
C -3.6345 -1.8513 1.4400  -0.2055
C -4.5982 -0.8530 1.4560  -0.1015
C -4.2184 0.4629 1.2543  -0.2269
C -2.8836 0.7363 1.0159  0.0906
N -1.9632 -0.2273 0.9814  -0.5261
H 3.9397 -5.4724 -0.7088  0.2370
H 4.7504 -3.9089 -0.7425  0.2130
H 3.0249 -4.0220 -1.1335  0.1986
H 4.2369 -4.6083 1.6271  0.2225
H 2.5330 -4.7239 1.2201  0.2239
H 4.1047 -2.2446 1.4997  0.4178
H -0.5041 -4.3796 1.9152  0.2715
H -2.0207 -4.4458 1.0062  0.2512
H -2.0282 -3.8512 2.6652  0.2534
H -3.9009 -2.8818 1.6222  0.2505
H -5.6349 -1.1029 1.6367  0.2528
H -4.9359 1.2696 1.2858  0.2560
H -2.5281 1.7477 0.8646  0.2287
N 3.3822 -0.0623 -2.8787  -0.7361
C 2.7535 0.4290 -1.8214  0.7068
O 1.6758 -0.0912 -1.4501  -0.7196
C 3.3716 1.5985 -1.1277  -0.6413
I 2.5740 3.3838 -1.9848  0.1899
H 2.9711 -0.8217 -3.3984  0.4243
H 4.2382 0.3464 -3.2165  0.4262
H 4.4478 1.6326 -1.2665  0.2579
H 3.1193 1.5882 -0.0734  0.2714

Atoms 1-3, force components in eV/Å:
0.216 -0.124 -0.016
-0.041 -0.002 0.003
0.040 -0.072 -0.058

[2]
Formula: C21H35LiN6O4P
Source: the OMol25 dataset
Level of theory: the ωB97M-V functional and the def2-TZVPD basis

The net charge is -1. As for the HOMO-LUMO gap: 0.26483 Ha. As for the HOMO energy: -4.54 eV. The LUMO energy is 2.667 eV.

Last column: natural (NBO) charge in e.
Cartesian coordinates (Å):
Li 14.9677 7.7097 8.7749  0.8913
C 15.7436 5.2658 6.0686  -0.6568
C 16.7131 5.5986 7.1378  0.3847
N 16.4107 6.5151 7.9954  -0.5073
C 17.5468 6.6940 8.7605  0.0157
C 18.5490 5.8393 8.3866  -0.0327
N 17.9697 5.1245 7.3412  -0.4895
C 19.8897 5.6090 8.8379  0.7502
O 20.2864 6.3487 9.8338  -0.6696
O 20.5850 4.7678 8.2359  -0.6618
C 17.3957 7.6562 9.8774  0.7591
O 18.4272 7.8041 10.6350  -0.7251
O 16.3089 8.2270 10.0054  -0.7444
H 16.1182 4.4641 5.3382  0.1984
H 15.5917 6.1815 5.4512  0.2409
H 14.7310 4.9231 6.3374  0.2650
H 18.4837 4.5685 6.6801  0.4287
H 19.4737 6.9810 10.1182  0.4979
N 13.3168 7.1585 8.2066  -1.6348
P 11.8086 7.3366 8.3917  2.2156
N 11.2722 6.4306 9.7437  -0.8365
C 9.9202 6.2922 10.3059  -0.1934
C 9.9816 5.8509 11.7410  -0.4133
C 10.9917 6.6799 12.4750  -0.3936
C 12.4058 6.4213 11.9414  -0.4191
C 12.3420 5.8322 10.5014  -0.2371
N 11.0447 8.8156 8.7764  -0.8149
C 11.6163 9.4869 9.9655  -0.2343
C 10.7087 10.4928 10.5853  -0.4128
C 10.5180 11.5662 9.4470  -0.3988
C 9.9940 10.9376 8.1602  -0.4091
C 10.9121 9.7652 7.6563  -0.2145
N 10.7790 6.7759 7.1082  -0.8103
C 11.3886 5.8064 6.1886  -0.1929
C 10.4314 5.5050 5.0402  -0.3984
C 9.7130 6.8071 4.5632  -0.4052
C 8.8367 7.3299 5.6866  -0.4089
C 9.3414 6.8234 7.0270  -0.2092
H 9.3735 5.5229 9.7037  0.1680
H 9.4387 7.2878 10.1919  0.1909
H 10.2651 4.8296 11.8120  0.1929
H 8.9965 5.9002 12.1304  0.1992
H 10.8703 6.4805 13.5139  0.1987
H 10.7186 7.7338 12.3424  0.1850
H 12.9193 5.7090 12.6106  0.1965
H 12.8997 7.3598 11.8757  0.2094
H 12.1633 4.7461 10.5834  0.1425
H 13.1843 5.9559 9.8183  0.2829
H 12.6596 9.9323 9.7735  0.1862
H 11.6431 8.6717 10.7491  0.2254
H 11.2175 10.9373 11.4012  0.2067
H 9.7769 9.9768 10.8848  0.1981
H 11.5493 11.9907 9.1816  0.1961
H 9.7909 12.3535 9.8278  0.1965
H 9.9296 11.6413 7.3132  0.1981
H 9.0146 10.4752 8.3721  0.1917
H 11.9057 10.1611 7.3556  0.1763
H 10.3756 9.3059 6.8412  0.2107
H 11.6401 4.8572 6.7166  0.1707
H 12.2677 6.1163 5.7465  0.2025
H 9.6136 4.8103 5.3888  0.1805
H 10.9289 5.0540 4.2207  0.2042
H 9.1096 6.6585 3.6266  0.1981
H 10.5369 7.4631 4.2918  0.2044
H 7.8012 7.0705 5.6639  0.1992
H 8.9040 8.4795 5.8258  0.1919
H 8.9204 5.8188 7.2165  0.1555
H 8.8919 7.3536 7.8377  0.2178

Atoms 1-3, force components in eV/Å:
-0.125 -0.183 -0.166
0.163 -1.159 -2.685
-0.456 -0.480 -0.240

[3]
Formula: C24H28FeNO3
Source: the OMol25 dataset
Level of theory: the ωB97M-V functional and the def2-TZVPD basis

The net charge is -1. As for the HOMO-LUMO gap (spin up / spin down): 0.21425 / 0.20956 Ha. Its spin multiplicity is 5. As for the HOMO energy (spin up / spin down): -3.35 / -3.22 eV. The LUMO energy (spin up / spin down) is 2.485 / 2.484 eV.

Last column: natural (NBO) charge in e.
Cartesian coordinates (Å):
C -3.3712 0.6754 -0.7197  -0.2896
C -2.2803 1.3555 -1.3003  -0.2868
C -1.2924 0.3967 -1.6307  -0.3686
H -2.2662 2.4179 -1.5349  0.2082
C -1.7670 -0.9021 -1.2255  -0.5081
C -3.0897 -0.7057 -0.6855  -0.3298
H -1.3390 -1.8525 -1.5010  0.2043
C -1.9601 1.9807 2.2805  -0.2854
C -1.7242 3.0458 1.4103  -0.3139
C -0.3527 3.0451 1.0502  -0.3367
H -2.4568 3.7534 1.0727  0.1929
C 0.2684 1.9163 1.6340  -0.1248
C -0.7184 1.2479 2.4576  -0.5550
H -0.3544 0.6093 -2.1310  0.2055
H -3.8575 -1.4535 -0.5745  0.2151
H -4.3453 1.1082 -0.5478  0.2093
H -0.4698 0.5459 3.2404  0.2148
H 0.1097 3.7852 0.4183  0.1881
H -2.8973 1.6889 2.7093  0.2246
Fe -1.1863 -0.3665 0.9032  1.4871
C 1.6267 1.3477 1.3141  -0.0330
C 2.3209 0.8343 2.6209  -0.6215
C 2.5210 2.3761 0.6222  -0.5981
H 2.2298 1.6805 3.3345  0.2298
H 3.4030 0.6587 2.4468  0.1904
H 1.8300 -0.0662 3.0592  0.2163
H 2.6270 3.2269 1.2998  0.2158
H 2.1106 2.6952 -0.3519  0.2158
H 3.5045 1.9165 0.4530  0.1859
C 1.3288 0.2723 0.1904  -0.5925
C 1.3594 -1.1114 0.6878  0.7178
H 2.0047 0.4742 -0.6473  0.2439
H 0.3333 0.3733 -0.3144  0.2775
O 0.3084 -1.4530 1.3176  -0.6359
N 2.4397 -1.8798 0.2846  -0.7180
C 2.2015 -2.6543 -1.0090  -0.2253
H 2.8989 -2.3504 1.0593  0.3973
C 2.0846 -1.6508 -2.1942  -0.0580
C 1.2395 -2.0199 -3.2486  -0.1986
H 0.6898 -2.9522 -3.1117  0.2082
C 1.0977 -1.2469 -4.4102  -0.2079
H 0.4088 -1.6040 -5.2000  0.2180
C 1.8450 -0.0555 -4.5310  -0.2157
H 1.7618 0.5094 -5.4679  0.2101
C 2.6898 0.3613 -3.4919  -0.2259
H 3.2056 1.3294 -3.5921  0.2153
C 2.8364 -0.4607 -2.3547  -0.1646
H 3.5242 -0.0948 -1.5985  0.2159
H 1.2468 -3.2602 -0.9839  0.2047
H 3.0510 -3.3226 -1.2811  0.2202
C -3.8611 -2.5270 3.1880  -0.7107
C -3.3926 -1.3522 2.3746  0.7765
O -4.0907 -0.3853 2.0406  -0.6657
O -2.1410 -1.5612 2.0641  -0.8798
H -4.9036 -2.3220 3.4150  0.2057
H -3.2381 -2.5653 4.0960  0.2187
H -3.7520 -3.4517 2.5945  0.2166

Atoms 1-3, force components in eV/Å:
0.168 -0.390 -0.890
-0.043 -0.568 -0.305
-0.498 0.110 0.307

For reference, max |F| by record: 0.32 3.13 5.58 eV/Å.
For reference, E by record: -2653.74785 -1799.78287 -2475.46439 hartree.